One molecule with the formula C4H10O3, computed with ωB97M-V with the def2-TZVPD basis set.

Positions of all 17 atoms, in Å:
C: -1.860 1.704 -0.921
O: -0.818 1.299 -0.068
C: 0.086 0.357 -0.619
C: 0.839 -0.202 0.583
O: -0.116 -0.670 1.522
C: 1.733 -1.396 0.283
O: 0.979 -2.489 -0.189
H: -2.403 2.495 -0.398
H: -2.552 0.876 -1.138
H: -1.479 2.105 -1.871
H: -0.448 -0.457 -1.132
H: 0.764 0.843 -1.338
H: 1.446 0.607 1.019
H: -0.839 -0.024 1.482
H: 2.265 -1.652 1.213
H: 2.481 -1.155 -0.478
H: 0.249 -2.575 0.443

Cartesian forces (eV/Å) of the 2 atoms listed first:
-0.20 0.11 -0.16
0.05 0.03 0.05

Highest occupied orbital energy   -10.21 eV
Structure (SMILES)   COC[C@@H](O)CO
DFT total energy   -384.09759 Eh
Kohn-Sham gap   11.1 eV
Energy relative to the best compared isomer or geometry (same formula, charge and spin)   32.65 kcal per mole